1.
Formula: C6H6OS
Source: the OMol25 dataset
Level of theory: ωB97M-V/def2-TZVPD

Kohn-Sham gap, eV: 8.62
2S+1: 1
Lowest unoccupied orbital energy, eV: -0.27
Total energy, eV: -19197.4325
Energy relative to the best compared isomer or geometry (same formula, charge and spin), kcal per mole: 83.8
Strongest force on any atom, eV Å⁻¹: 3.9

Last column: Löwdin charge in e.
Positions of all 14 atoms, in Å:
C (-0.63966, 1.77030, 0.87296)  -0.049
C (-0.50110, 0.37971, 0.16030)  -0.171
C (-0.87877, -0.94961, 0.34029)  0.049
C (0.04711, -1.63874, -0.64201)  -0.268
C (0.51406, 0.19611, -0.97421)  -0.285
C (1.36731, -0.93012, -0.45387)  -0.634
H (0.12512, 1.91096, 1.79447)  0.122
H (-1.64970, 1.79733, 1.48156)  0.098
H (-0.62184, 2.64894, 0.22231)  0.057
H (-1.53561, -1.45236, 1.10504)  0.130
H (0.25702, -2.72637, -0.69118)  0.154
H (0.87689, 1.03307, -1.68615)  0.183
O (-0.17121, -0.75599, -1.84747)  -0.049
S (2.81038, -1.28323, 0.31796)  0.662

Atoms 1-2, force components in eV/Å:
-1.19 -1.46 3.16
0.37 -0.04 0.87

---

2.
Formula: C17H21ClN2O3
Source: the OMol25 dataset
Level of theory: ωB97M-V/def2-TZVPD

Kohn-Sham gap, eV: 8.49
2S+1: 1
Lowest unoccupied orbital energy, eV: 0.01
Total energy, eV: -39614.3352
Energy relative to the best compared isomer or geometry (same formula, charge and spin), kcal per mole: 72.5
Strongest force on any atom, eV Å⁻¹: 2.6

Last column: Löwdin charge in e.
Positions of all 44 atoms, in Å:
O (-0.77219, 3.11591, -0.05861)  0.056
O (-0.74384, -0.69417, 2.41948)  0.096
Cl (1.66497, -0.66912, -1.99676)  0.741
N (2.07880, -0.60471, 2.08426)  0.149
O (-2.92166, -0.16347, -2.19144)  0.032
C (-1.60336, 2.52293, 0.61053)  -0.473
C (-0.17457, -0.99327, 1.36333)  -0.249
C (1.30684, -1.25816, 1.27467)  -0.175
C (-3.10129, 0.01303, -3.52552)  -0.128
C (-2.07851, 0.76367, -4.06443)  -0.063
C (-1.15286, 1.01644, -2.99306)  -0.027
C (-1.69791, 0.41296, -1.87348)  -0.224
N (-1.82347, 1.18818, 0.38433)  0.110
C (-1.71286, 3.30855, 3.04482)  -0.084
C (3.52900, -0.79043, 2.01581)  -0.216
C (-2.40220, 3.25261, 1.67340)  -0.170
C (-1.04006, 0.37640, -0.52087)  -0.240
C (3.98958, -0.97025, 0.59469)  -0.194
C (-0.43311, -2.09336, -0.93313)  -0.134
C (3.35054, -2.30591, 0.14198)  -0.158
C (1.10097, -2.09973, -1.11459)  -0.611
C (-0.98523, -1.02768, 0.06157)  -0.179
C (1.79895, -2.25991, 0.25426)  -0.265
H (-3.96439, -0.37064, -4.10134)  0.127
H (-2.00827, 1.04221, -5.12508)  0.107
H (-0.21467, 1.56473, -3.08180)  0.114
H (-2.48685, 0.72803, 1.02632)  0.156
H (-2.25343, 3.97561, 3.71313)  0.068
H (-1.64534, 2.30287, 3.44054)  0.066
H (-0.69344, 3.74404, 2.88676)  0.094
H (3.78674, -1.66625, 2.59670)  0.119
H (4.02071, 0.06145, 2.47012)  0.108
H (-2.55053, 4.26219, 1.32024)  0.108
H (-3.40027, 2.79198, 1.76041)  0.112
H (-0.05014, 0.82256, -0.59146)  0.128
H (5.07663, -0.99966, 0.60631)  0.108
H (3.70349, -0.14892, -0.10088)  0.102
H (-0.91926, -1.97670, -1.90117)  0.114
H (-0.72810, -3.06609, -0.52143)  0.130
H (3.62022, -2.48529, -0.91566)  0.105
H (3.77375, -3.14217, 0.73800)  0.122
H (1.31206, -2.97582, -1.76186)  0.118
H (-2.00988, -1.26625, 0.27145)  0.145
H (1.45445, -3.23841, 0.61946)  0.157

Atoms 1-2, force components in eV/Å:
0.13 0.11 0.10
1.29 -0.70 -1.82

---

3.
Formula: C4H8FN2
Source: the OMol25 dataset
Level of theory: ωB97M-V/def2-TZVPD

Kohn-Sham gap, eV: 11.50
2S+1: 1
Lowest unoccupied orbital energy, eV: -3.34
Total energy, eV: -9966.8100
Total charge: +1
Energy relative to the best compared isomer or geometry (same formula, charge and spin), kcal per mole: 46.5
Strongest force on any atom, eV Å⁻¹: 4.6

Last column: Löwdin charge in e.
Positions of all 15 atoms, in Å:
C (0.21563, -0.15707, 0.34739)  0.003
C (0.18059, -2.62302, 0.02163)  -0.005
C (0.91344, -2.39724, 1.30998)  0.011
C (0.94338, -1.35401, 0.21417)  -0.421
N (-0.73942, 2.86503, -0.80012)  0.214
N (-0.47308, 0.74600, 0.52242)  0.210
F (2.15452, -1.23779, -0.47805)  0.056
H (0.51674, -3.25270, -0.65967)  0.080
H (-0.85285, -2.63796, -0.08848)  0.112
H (0.39234, -2.01773, 2.18159)  0.118
H (1.95515, -2.83918, 1.54656)  0.170
H (-0.95680, 1.87181, -0.18338)  0.074
H (0.24337, 2.96892, -1.00518)  0.126
H (-1.26207, 2.82976, -1.66849)  0.129
H (-1.02827, 3.75660, -0.43918)  0.123

Atoms 1-2, force components in eV/Å:
-0.49 0.72 0.37
-0.05 1.89 2.78

---

4.
Formula: C5H5NO3
Source: the OMol25 dataset
Level of theory: ωB97M-V/def2-TZVPD

Kohn-Sham gap, eV: 9.20
2S+1: 1
Lowest unoccupied orbital energy, eV: 0.85
Total energy, eV: -12893.4682
Energy relative to the best compared isomer or geometry (same formula, charge and spin), kcal per mole: 102.0
Strongest force on any atom, eV Å⁻¹: 3.4

Last column: Löwdin charge in e.
Positions of all 14 atoms, in Å:
C (-0.52712, -2.45853, -1.64887)  -0.034
C (-0.25592, -0.47977, -0.48278)  -0.269
C (0.77147, 0.87778, 0.92318)  -0.202
C (0.17786, 2.20222, 1.41819)  -0.003
C (-0.41544, 0.75323, 0.18444)  -0.156
H (-1.21204, -2.85338, -2.43333)  0.108
H (0.50536, -2.44130, -2.01599)  0.097
H (-0.52142, -3.09756, -0.76754)  0.094
H (0.71304, 3.12315, 1.14955)  0.128
H (-0.14696, 2.16231, 2.45809)  0.125
N (1.61812, -0.12269, 0.84897)  0.140
O (-1.03947, -1.14226, -1.32223)  -0.005
O (0.90377, -0.99975, -0.02975)  -0.017
O (-1.01054, 1.96651, 0.51467)  -0.006

Atoms 1-2, force components in eV/Å:
-0.53 -0.39 -0.75
-0.82 2.81 1.78

---

5.
Formula: C4H11NO
Source: the OMol25 dataset
Level of theory: ωB97M-V/def2-TZVPD

Kohn-Sham gap, eV: 9.76
2S+1: 1
Lowest unoccupied orbital energy, eV: 0.98
Total energy, eV: -7861.5380
Energy relative to the best compared isomer or geometry (same formula, charge and spin), kcal per mole: 69.5
Strongest force on any atom, eV Å⁻¹: 3.2

Last column: Löwdin charge in e.
Positions of all 17 atoms, in Å:
C (0.42520, 1.12941, 0.18671)  -0.528
C (1.02805, 1.98328, 1.29132)  -0.045
N (-0.85575, 0.43166, 0.61417)  0.017
O (1.29408, 0.15218, -0.21975)  -0.075
H (0.69674, -0.54634, -0.78513)  0.079
H (0.09989, 1.77408, -0.65130)  0.143
H (-0.68161, -0.08165, 1.47507)  0.107
H (-1.62062, 1.07729, 0.78127)  0.102
H (1.92792, 2.46450, 0.91439)  0.079
H (1.30550, 1.35405, 2.13708)  0.080
H (0.32945, 2.75548, 1.61583)  0.076
C (-0.65470, -1.43785, -1.42780)  -0.166
C (-0.56853, -2.72432, -1.10453)  -0.088
H (-0.48858, -3.52499, -1.83193)  0.040
H (-0.68237, -1.17547, -2.48196)  0.045
H (-1.00029, -0.58331, -0.44369)  0.092
H (-0.55438, -3.04800, -0.06974)  0.041

Atoms 1-2, force components in eV/Å:
-1.52 0.23 0.26
0.04 -0.21 -0.31

---

6.
Formula: C40H73Cl3N3O6PS
Source: the OMol25 dataset
Level of theory: ωB97M-V/def2-TZVPD

Kohn-Sham gap, eV: 7.72
2S+1: 1
Lowest unoccupied orbital energy, eV: -0.38
Total energy, eV: -117088.9879
Strongest force on any atom, eV Å⁻¹: 8.8

Last column: Löwdin charge in e.
Positions of all 127 atoms, in Å:
C (-2.87576, 3.21549, -3.73976)  -0.098
C (-3.00380, 3.10852, -2.07442)  -0.236
O (-1.96108, 2.17144, -1.65679)  -0.280
C (-1.40745, 2.40822, -0.35010)  -0.212
C (0.22165, 2.05003, -0.15155)  -0.151
C (0.57240, 0.45628, -0.04716)  -0.198
C (-0.77910, -0.39521, 0.28804)  -0.466
Cl (-2.08130, -0.97672, -0.94611)  0.621
C (-1.17137, -0.76625, 1.71099)  -0.570
C (-2.56498, -1.63851, 2.03457)  -0.156
Cl (-0.22206, -0.29731, 3.23237)  0.540
C (1.61589, -0.20669, -1.15830)  -0.297
C (3.12021, 0.00873, -0.52333)  -0.135
C (4.42558, -0.15494, -1.42320)  -0.171
C (5.27263, 1.28082, -1.58378)  -0.331
C (6.76789, 1.16718, -0.84280)  -0.128
C (5.63340, 1.57954, -3.18965)  -0.112
C (1.26174, -1.70571, -1.65583)  -0.288
C (2.27286, -2.36413, -2.80318)  -0.084
C (1.05699, -2.90700, -0.59526)  -0.221
C (1.65931, -2.74820, 0.90301)  -0.138
S (1.48013, 0.99232, -2.63890)  0.854
O (2.50271, 0.67391, -3.80116)  -0.351
O (0.12120, 0.93500, -3.36263)  -0.317
O (2.01137, 2.45718, -2.05031)  -0.308
C (1.23914, 3.03539, -0.93665)  -0.504
C (2.35019, 3.86654, -0.06686)  -0.163
C (2.74069, 3.36309, 1.42203)  -0.104
C (4.33025, 3.40835, 1.81364)  -0.250
O (5.36526, 3.43671, 0.97203)  -0.033
N (4.65303, 3.36337, 3.32183)  -0.005
C (4.84557, 4.81757, 3.70601)  -0.188
C (6.25708, 5.53114, 3.27194)  -0.004
C (6.47567, 7.11406, 3.64522)  -0.059
C (5.24739, 7.89104, 4.41419)  -0.078
C (3.83681, 7.17407, 4.86153)  -0.070
C (3.61303, 5.58868, 4.50118)  -0.013
P (0.36199, 4.46199, -1.96033)  0.718
O (1.66111, 5.19204, -2.92813)  -0.357
Cl (-0.37436, 6.02170, -0.76678)  0.205
H (-3.78611, 2.73978, -4.29882)  0.072
H (-2.65475, 4.34074, -4.05061)  0.079
H (-1.89959, 2.61433, -4.06229)  0.080
H (-2.89320, 4.20707, -1.69198)  0.107
H (-4.04888, 2.61598, -1.88077)  0.126
H (-1.56117, 3.56890, -0.09871)  0.093
H (-2.07944, 1.93475, 0.51904)  0.144
H (0.26475, 2.42722, 0.99197)  0.157
H (1.21284, 0.35409, 0.96157)  0.106
H (-3.47070, -1.07820, 1.55118)  0.067
H (-2.76988, -1.69312, 3.20230)  0.073
H (-2.42591, -2.75297, 1.62866)  0.098
H (3.11910, 1.13761, -0.12916)  0.105
H (3.30419, -0.60366, 0.48670)  0.135
H (5.19468, -0.86737, -0.84936)  0.121
H (4.34824, -0.57774, -2.49975)  0.086
H (4.66294, 2.21270, -1.22744)  0.091
H (7.52329, 0.60698, -1.57873)  0.091
H (7.17609, 2.25962, -0.64523)  0.080
H (6.61313, 0.56784, 0.15006)  0.069
H (5.00008, 2.45809, -3.63606)  0.079
H (6.77032, 1.93795, -3.25052)  0.076
H (5.55098, 0.62538, -3.86217)  0.080
H (0.25105, -1.61553, -2.28915)  0.120
H (3.37025, -2.51757, -2.43185)  0.086
H (1.86254, -3.47074, -3.00370)  0.074
H (2.17396, -1.85979, -3.86175)  0.093
H (1.40728, -3.98916, -0.96148)  0.128
H (-0.12491, -3.03454, -0.46051)  0.092
H (1.43821, -1.74781, 1.45836)  0.026
H (2.82970, -2.94501, 0.85337)  0.090
H (1.21010, -3.62633, 1.57124)  0.097
H (2.10511, 5.03091, 0.04986)  0.098
H (3.38391, 3.88565, -0.67067)  0.135
H (2.18538, 4.07566, 2.20241)  0.130
H (2.33970, 2.27032, 1.68705)  0.124
H (5.52303, 2.79601, 3.43738)  0.116
H (7.05425, 4.86831, 2.71417)  0.099
H (7.49449, 7.61111, 3.31327)  0.090
H (5.40073, 9.03894, 4.65057)  0.082
H (2.97340, 7.73453, 5.43913)  0.087
H (2.65271, 4.94933, 4.75961)  0.094
H (2.06306, 5.86467, -2.27189)  0.060
C (-1.95764, -5.34331, -2.57255)  -0.090
C (-1.07646, -5.35487, -3.81939)  -0.264
N (-0.35721, -6.61377, -4.03637)  -0.189
C (0.66664, -6.51818, -5.08288)  -0.250
C (0.19468, -6.24983, -6.50949)  -0.092
C (-1.17287, -7.82936, -4.07756)  -0.251
C (-2.27008, -7.90810, -5.13339)  -0.091
H (-1.37442, -5.56584, -1.67309)  0.074
H (-2.40525, -4.35168, -2.44561)  0.066
H (-2.77968, -6.06180, -2.64403)  0.064
H (-0.34379, -4.54702, -3.69520)  0.104
H (-1.69459, -5.08904, -4.68266)  0.097
H (1.27613, -7.43119, -5.07945)  0.112
H (1.36381, -5.71809, -4.80288)  0.102
H (-0.23422, -7.14535, -6.96749)  0.056
H (1.04749, -5.95654, -7.12902)  0.072
H (-0.53739, -5.44302, -6.56366)  0.067
H (-1.63663, -7.96575, -3.09317)  0.100
H (-0.51867, -8.70477, -4.18405)  0.115
H (-2.83026, -6.97436, -5.22983)  0.070
H (-2.98702, -8.69011, -4.86071)  0.073
H (-1.86874, -8.17622, -6.11130)  0.054
C (-4.89003, 1.34858, 3.82972)  -0.091
C (-6.07913, 1.20451, 4.77656)  -0.267
N (-7.06982, 0.21091, 4.35166)  -0.189
C (-8.31232, 0.26846, 5.12979)  -0.251
C (-8.23181, -0.07662, 6.61451)  -0.094
C (-6.56540, -1.13877, 4.08978)  -0.248
C (-5.86268, -1.86402, 5.23215)  -0.091
H (-5.21870, 1.60183, 2.81653)  0.080
H (-4.23368, 2.15231, 4.18047)  0.075
H (-4.28775, 0.43624, 3.78514)  0.045
H (-6.56441, 2.18786, 4.82521)  0.119
H (-5.69852, 0.99147, 5.78041)  0.095
H (-9.06618, -0.37577, 4.65888)  0.112
H (-8.72064, 1.28341, 5.04177)  0.109
H (-8.14547, -1.15499, 6.77374)  0.056
H (-9.15008, 0.24352, 7.11592)  0.072
H (-7.39963, 0.41980, 7.11535)  0.066
H (-5.87294, -1.08831, 3.24086)  0.091
H (-7.38543, -1.77051, 3.72356)  0.117
H (-5.17780, -1.21588, 5.78515)  0.070
H (-5.27139, -2.69459, 4.83159)  0.070
H (-6.57683, -2.29592, 5.93409)  0.054

Atoms 1-2, force components in eV/Å:
1.27 -0.10 0.18
-0.59 -0.25 -2.43